79
Properties=species:S:1:pos:R:3:forces:R:3:lowdin_spin:R:1 method="wB97M-V/def2-TZVPD" gap_ev="4.32 / 7.83" charge=0 e_homo_ev="-5.321 / -8.895" spin_multiplicity=2
Li 1.363 3.054 2.534 0.1071 -0.0869 0.3891 0.0587
Li -0.125 -0.769 4.367 0.2392 1.1986 -0.4830 0.0060
Li 4.589 -1.116 4.001 -1.0735 0.3635 -0.1685 0.0042
Li 1.239 3.148 -0.461 -0.1476 0.2212 -0.9604 0.0522
N 2.215 2.769 4.331 4.1017 -1.7434 1.1275 0.0033
S 3.755 2.160 4.870 4.2561 1.6312 -2.6330 0.0034
O 4.008 0.739 4.700 -0.8438 1.1957 0.0245 0.0013
O 4.328 2.778 6.029 -1.3815 -0.4884 -0.8436 0.0006
F 4.640 2.852 3.647 -1.6268 -1.0013 1.2906 0.0020
S 1.426 2.047 5.461 -8.0930 -1.5316 2.3177 0.0033
O 1.505 2.567 6.803 0.9851 -0.8634 -1.5505 0.0011
O 1.065 0.621 5.293 1.7420 1.9762 0.3603 0.0009
F -0.023 2.662 4.963 0.9373 0.1035 -0.0734 0.0010
N 1.433 1.961 0.977 -2.6463 2.6986 1.0468 0.2021
S 0.159 0.758 1.256 1.5048 -4.1396 -0.8002 0.1977
O -0.024 0.286 2.621 -0.1266 1.1150 0.8194 0.0684
O -0.164 -0.196 0.213 -0.9696 1.4692 -0.0619 0.1218
F -1.046 1.806 1.186 0.3382 0.8207 -0.1432 0.0029
S 2.513 0.854 0.727 3.0282 -3.8906 -0.4096 0.1144
O 2.475 0.227 -0.569 -0.7141 -0.7377 0.2546 0.0540
O 3.081 0.217 1.923 -0.2305 1.0855 -1.1280 0.0703
F 3.756 1.821 0.254 -0.1556 1.2209 1.3252 0.0072
N 0.384 -2.604 4.206 3.0028 -0.7005 2.7332 0.0004
S 0.662 -3.134 2.808 -3.9735 2.5058 -10.9548 0.0010
O 0.563 -4.534 2.569 0.8909 0.1205 0.5580 0.0003
O 1.452 -2.223 1.952 0.4469 -2.7877 2.2496 0.0007
F -0.737 -2.577 2.253 -1.0972 -0.6266 0.2146 0.0007
S 1.885 -3.081 4.666 1.4050 -0.4023 8.4287 0.0004
O 3.024 -2.268 4.304 -0.0710 -0.7067 -1.1420 0.0003
O 1.981 -4.480 5.021 0.4903 1.3729 -2.1950 0.0001
F 1.732 -2.526 6.156 -0.4041 0.6185 0.0853 0.0001
C -1.625 3.582 -1.709 -1.3420 -0.2665 0.5818 0.0008
O -0.365 3.009 -1.633 2.0935 0.3751 1.6342 0.0036
C 0.101 2.571 -2.873 -1.0907 0.7612 -1.7403 0.0006
C 1.571 2.267 -3.028 -0.3720 -0.4151 1.0058 0.0010
O 2.278 3.124 -2.100 1.3678 -0.8232 -1.0808 0.0056
C 3.703 3.281 -2.402 -0.1631 1.8619 0.6417 0.0011
H -1.741 4.393 -2.428 0.3182 -0.2735 -0.5714 0.0000
H -1.915 4.048 -0.767 0.3301 -0.3613 0.2947 0.0004
H -2.281 2.730 -1.884 -0.7086 0.4272 -0.3177 0.0001
H -0.098 3.401 -3.552 -0.0812 0.2452 -0.2868 0.0000
H -0.546 1.769 -3.228 0.2662 -0.4872 -0.0235 0.0002
H 1.753 2.497 -4.078 0.6173 0.0964 0.0586 0.0001
H 1.757 1.208 -2.851 0.4094 0.0935 0.2173 0.0005
H 3.850 3.734 -3.383 -0.3457 -0.4351 -0.3204 0.0000
H 4.471 2.531 -2.211 -1.0274 -1.0321 -0.0867 0.0003
H 4.030 4.078 -1.734 -0.1969 0.1112 0.2082 0.0006
C -1.042 -3.354 -1.338 0.1895 0.9520 0.0455 0.0006
O -0.135 -3.174 -2.407 1.6668 0.3269 -1.3259 0.0001
C 1.051 -2.298 -2.236 -0.6823 0.4815 -0.3812 0.0000
C 1.891 -1.977 -3.572 -2.1906 -0.9740 1.0104 0.0001
O 1.442 -0.850 -4.330 -1.3295 0.0444 1.5001 0.0001
C 2.212 -0.655 -5.452 0.8988 -0.4095 -0.4238 0.0000
H -0.587 -3.792 -0.449 0.1713 0.1226 0.1323 0.0000
H -1.871 -3.993 -1.639 0.3333 -0.2360 -0.4575 0.0000
H -1.504 -2.391 -1.119 0.0481 0.1709 0.5251 0.0007
H 1.735 -2.728 -1.504 0.1065 -0.3907 -0.1184 0.0000
H 0.762 -1.353 -1.777 -0.2752 0.1324 -0.0860 0.0000
H 1.720 -2.840 -4.215 0.5891 -0.3667 -0.0582 0.0000
H 2.931 -1.845 -3.271 0.1288 -0.0439 -0.0799 0.0002
H 1.852 0.165 -6.072 -0.0333 0.2155 0.4069 0.0000
H 2.233 -1.530 -6.102 -0.1073 -0.3515 -0.1360 0.0000
H 3.235 -0.518 -5.102 0.4696 0.4555 -0.4515 0.0000
C -5.002 -3.221 -1.676 -0.8011 0.9009 -1.1706 0.0000
O -5.136 -1.784 -1.565 -0.2037 -0.4368 1.1215 0.0000
C -6.167 -1.479 -0.594 -0.2711 -0.7385 -0.3993 0.0000
C -6.255 -0.047 -0.136 1.3028 -0.0806 0.5177 0.0000
O -5.256 0.269 0.831 -0.4796 0.4031 0.0019 0.0002
C -3.938 0.302 0.381 0.8125 -0.2561 0.0259 0.0008
H -4.700 -3.399 -2.708 0.6786 -0.0510 0.1953 0.0000
H -5.989 -3.682 -1.667 -0.2304 -0.0757 0.4637 0.0000
H -4.357 -3.706 -0.943 0.1210 0.3384 0.0728 0.0000
H -6.063 -2.123 0.279 0.1462 -0.0951 0.1513 0.0000
H -7.108 -1.737 -1.079 -0.3774 -0.0718 0.0356 0.0000
H -7.138 0.176 0.462 -0.4701 -0.4126 -0.6419 0.0000
H -6.200 0.577 -1.028 0.0541 0.4920 0.0000 0.0000
H -3.309 0.735 1.159 -0.2102 0.0631 0.0796 0.0004
H -3.813 0.904 -0.519 -0.0893 0.0887 -0.2518 0.0002
H -3.549 -0.698 0.189 0.0381 -0.0856 -0.1962 0.0006

9
Properties=species:S:1:pos:R:3:forces:R:3:nbo_charge:R:1 method="wB97M-V/def2-TZVPD" gap_ev=9.41 charge=0 e_homo_ev=-9.906 spin_multiplicity=1
O -0.213 -2.265 -0.095 -0.3412 -0.5953 4.2637 -0.5541
N 0.103 -1.117 0.791 -0.1874 -1.7958 -1.2122 -0.1337
C 0.116 -0.066 0.111 0.3432 1.2462 1.1654 0.3725
N -0.223 0.122 -1.243 -1.3973 -1.1343 -0.1475 -0.2022
N -0.116 1.297 -1.523 1.1494 0.0214 -0.9388 0.1974
O 0.582 1.940 -0.534 0.2144 2.8684 -0.4785 -0.2282
N 0.489 1.253 0.652 -2.3441 -0.6793 1.1219 -0.3117
H -0.392 -2.955 0.685 0.5868 1.9840 -2.7854 0.4854
H -0.348 1.790 1.156 1.9762 -1.9153 -0.9886 0.3746

51
Properties=species:S:1:pos:R:3:forces:R:3:nbo_charge:R:1 method="wB97M-V/def2-TZVPD" gap_ev=5.22 charge=+1 e_homo_ev=-9.394 spin_multiplicity=1
Lu 5.716 14.317 5.978 -4.0357 -0.7271 -0.5163 2.1416
C 6.147 19.649 5.240 -1.1150 -0.2277 0.6927 -0.2580
O 5.510 18.341 5.404 0.1347 1.0513 2.5922 -0.4884
C 5.240 18.051 6.776 1.0597 -0.3587 -0.2565 0.2185
C 5.733 18.790 7.875 -0.6638 0.3288 -1.7823 -0.2937
C 5.348 18.573 9.186 0.1964 -0.0955 1.3202 -0.2669
C 4.792 17.363 9.545 -0.7853 -0.4234 -1.9859 -0.1928
C 4.474 16.445 8.476 1.6807 0.8415 -0.0856 -0.1936
C 4.338 15.060 8.847 -0.5231 -3.1317 -0.9082 0.0777
N 4.619 14.026 8.066 0.7913 4.3454 -0.3153 -0.3896
N 4.459 12.775 8.439 -0.6934 -2.7498 0.2284 -0.4239
C 4.525 11.972 7.373 0.5137 0.0369 0.0550 0.6021
O 4.731 12.405 6.168 0.0322 0.0441 0.0091 -0.8365
C 4.495 10.477 7.530 0.7973 -0.4747 1.7776 -0.1330
C 4.569 9.577 6.458 -0.8884 -0.0325 -0.4043 -0.1727
C 4.503 8.187 6.682 0.5182 1.1801 -0.0405 -0.2169
C 4.630 7.686 7.953 -0.3264 -0.0503 -0.0646 -0.1971
C 4.682 8.541 9.025 0.0651 1.2863 0.1171 -0.2275
C 4.597 9.938 8.851 -0.5379 0.2248 0.4966 -0.1620
C 4.653 16.785 7.076 -0.8085 -0.3223 0.8912 0.3805
O 4.296 15.896 6.159 1.2298 0.7967 -0.2471 -0.8411
H 5.765 20.453 5.915 -0.4579 -0.7631 -0.6032 0.1866
H 5.954 19.918 4.213 0.3259 0.0775 -0.1914 0.2114
H 7.187 19.624 5.524 0.6764 -0.3867 -0.4044 0.1615
H 6.369 19.636 7.707 -0.0534 0.4776 -0.2326 0.2116
H 5.518 19.379 9.925 0.1469 -0.7214 -0.4031 0.2227
H 4.538 17.101 10.557 0.0137 -0.0239 0.2215 0.2198
H 3.939 14.770 9.806 -0.1469 0.2484 0.5863 0.1887
H 4.556 9.965 5.428 -0.0590 -0.1614 0.5835 0.2283
H 4.390 7.488 5.893 0.0769 -0.2540 -0.8981 0.2148
H 4.635 6.627 8.163 -0.0003 -0.1539 -0.2482 0.2152
H 4.777 8.024 9.957 0.0019 0.4976 0.8204 0.2148
H 4.534 10.650 9.741 0.2239 -1.1463 -1.4306 0.2418
F 6.375 14.100 3.971 1.1399 -0.1764 0.3098 -0.7556
N 9.237 15.878 8.605 0.7259 0.2940 2.8936 -0.6978
C 9.417 14.393 8.328 -2.6594 1.2170 0.5164 -0.6031
P 8.385 14.213 6.824 -1.8830 -2.2563 -0.9454 2.0911
O 7.449 13.020 6.965 2.0396 0.4450 -0.4000 -1.0772
O 7.462 15.396 6.536 2.8645 1.3982 1.2005 -1.1462
C 9.509 14.116 5.357 0.0314 -0.5908 0.2491 -0.6029
N 8.838 13.235 4.339 -0.2552 0.2419 -0.1571 -0.7175
H 8.629 15.932 9.470 0.7950 0.4711 -1.0586 0.4708
H 8.729 16.364 7.878 -0.5799 0.3422 -0.6813 0.4733
H 10.137 16.376 8.798 -0.9126 -0.4313 -0.0907 0.4538
H 8.887 13.866 9.152 0.3085 0.1160 -0.7124 0.2917
H 10.426 14.135 8.364 1.6276 -0.4384 -0.4079 0.2641
H 10.516 13.747 5.607 -0.3863 0.0264 -0.2095 0.2462
H 9.562 15.118 4.938 0.1453 0.0289 -0.0620 0.2657
H 8.623 12.292 4.721 0.0319 0.6492 -0.1946 0.4550
H 9.433 13.129 3.505 -0.3456 0.0092 0.3287 0.4416
H 7.870 13.705 4.050 -0.0776 -0.5789 0.0473 0.5032

108
Properties=species:S:1:pos:R:3:forces:R:3:lowdin_spin:R:1 method="wB97M-V/def2-TZVPD" gap_ev="4.97 / 5.19" charge=-1 e_homo_ev="-4.060 / -3.775" spin_multiplicity=2
Mo 0.449 0.063 -0.388 2.3697 0.6898 2.1007 0.9861
C -5.363 1.854 -5.795 0.0547 0.0040 -0.0121 0.0000
C -4.275 1.052 -5.135 -0.0439 -0.0937 -0.0209 0.0002
C -3.136 1.686 -4.640 0.0609 -0.0589 0.0026 0.0000
C -2.100 0.946 -4.099 0.0548 -0.0110 -0.0037 0.0004
C -2.203 -0.435 -4.028 0.1783 -0.1181 0.1457 0.0004
C -3.342 -1.080 -4.473 0.1086 -0.1252 0.0465 0.0003
C -4.370 -0.333 -5.033 -0.0027 0.0537 0.0225 0.0000
S -0.814 -1.341 -3.357 -0.0737 0.2215 -0.1627 0.0047
O -1.053 -2.737 -3.618 -0.1775 0.0323 0.1734 0.0017
O 0.365 -0.731 -3.904 -0.0808 0.1257 0.0859 0.0020
N -0.857 -0.975 -1.783 0.2250 -0.2833 -0.5883 0.0121
C -1.383 -1.775 -0.807 -0.1932 -0.3257 0.0495 0.0193
C -2.254 -2.856 -0.926 -0.2086 -0.2339 0.2135 -0.0014
C -2.621 -3.516 0.233 0.1792 0.2396 -0.2378 0.0151
C -2.091 -3.115 1.456 -0.1200 0.0161 0.0782 -0.0008
C -1.222 -2.045 1.492 -0.0995 0.1836 0.2518 0.0139
N -0.898 -1.364 0.389 -0.9318 -1.2213 -0.1898 0.0148
H -5.600 2.747 -5.216 -0.0256 0.0254 -0.0085 0.0000
H -6.272 1.269 -5.926 -0.0149 -0.0127 0.0403 0.0000
H -5.036 2.181 -6.784 -0.0283 0.0496 -0.0104 0.0000
H -3.059 2.766 -4.682 0.0218 0.0295 -0.0203 0.0000
H -1.188 1.406 -3.742 -0.0453 0.1441 -0.0367 0.0003
H -3.403 -2.158 -4.400 -0.0145 -0.0051 -0.0339 0.0000
H -5.256 -0.838 -5.398 -0.0143 0.0152 -0.0222 0.0000
H -2.589 -3.182 -1.897 -0.0257 0.0595 -0.0077 -0.0004
H -3.312 -4.347 0.176 0.0182 -0.0463 0.0292 0.0010
H -2.361 -3.616 2.374 0.0618 0.0042 0.0205 -0.0003
H -0.771 -1.708 2.412 -0.0493 0.0669 -0.0138 0.0005
C -5.676 1.921 -2.084 -0.0090 -0.2118 -0.1655 -0.0001
N -4.777 1.764 -0.954 -0.0978 0.3396 0.4341 -0.0008
N -3.441 2.112 -1.124 0.1304 -0.3642 -0.0969 -0.0004
C -2.644 1.214 -0.429 -0.2972 -0.0650 -0.2284 0.0026
O -1.410 1.331 -0.381 0.4808 0.0226 -0.3101 0.0274
C -3.540 0.266 0.150 -0.1457 -0.1679 0.0137 0.0009
C -4.798 0.621 -0.194 0.2693 0.1895 -0.0150 -0.0003
C -6.091 -0.012 0.173 0.0511 0.0300 -0.0746 0.0000
C -3.098 3.429 -1.481 -0.0074 0.3729 -0.0916 0.0000
C -4.029 4.458 -1.336 0.0112 -0.0822 0.0998 -0.0001
C -3.724 5.737 -1.769 0.0027 0.0176 -0.0574 0.0000
C -2.486 6.015 -2.328 0.0382 0.0328 0.0624 -0.0001
C -1.537 5.006 -2.406 -0.0660 0.0178 -0.0586 0.0000
C -1.836 3.719 -1.994 -0.0203 -0.1592 -0.0336 -0.0001
H -5.399 2.808 -2.646 -0.0410 0.0379 0.0377 0.0000
H -6.692 2.035 -1.709 0.0157 0.0481 0.0011 0.0000
H -5.633 1.057 -2.756 0.0408 0.0251 0.0111 0.0000
H -3.274 -0.508 0.843 0.0601 0.0106 0.0366 0.0002
H -5.906 -0.790 0.908 -0.0231 -0.0357 -0.0116 0.0000
H -6.582 -0.445 -0.701 -0.0281 -0.0451 0.0249 0.0000
H -6.755 0.732 0.613 -0.0235 -0.0182 0.0128 0.0000
H -4.975 4.262 -0.850 -0.0193 -0.0417 -0.0154 0.0000
H -4.460 6.522 -1.657 -0.0016 0.0072 0.0141 0.0000
H -2.255 7.015 -2.670 0.0215 0.0070 0.0119 0.0000
H -0.550 5.218 -2.797 0.0119 -0.0134 -0.0092 0.0000
H -1.090 2.941 -2.046 -0.0058 0.0128 -0.0214 0.0007
F -1.777 0.745 2.447 -0.4225 0.2254 0.3454 0.0043
P -2.704 1.772 3.366 0.3476 0.0918 0.0587 0.0002
F -4.023 0.946 2.897 -0.0994 -0.1205 0.0275 0.0000
F -1.394 2.605 3.813 -0.1897 -0.2234 -0.1028 -0.0024
F -2.874 2.743 2.074 -0.0215 -0.0658 -0.1124 0.0009
F -3.634 2.750 4.246 -0.0946 0.0222 -0.0105 -0.0001
F -2.513 0.778 4.617 -0.0669 -0.0885 0.0356 0.0001
C 3.165 -5.642 0.405 0.0468 0.0126 0.0556 0.0005
C 3.475 -4.538 1.370 0.1797 0.1448 0.1339 0.0010
C 4.495 -4.629 2.315 0.0310 0.0178 -0.0135 -0.0103
C 4.700 -3.514 3.113 -0.0435 -0.0630 -0.1037 -0.0001
N 3.959 -2.421 3.034 0.0294 0.1482 0.0643 -0.0178
C 2.952 -2.448 2.145 -0.4610 -0.4944 -0.0157 -0.0251
S 1.817 -1.131 2.185 0.3673 0.1017 -0.6158 -0.1917
N 2.711 -3.456 1.294 -0.0052 -0.1817 -0.0546 -0.0103
H 3.799 -6.511 0.573 0.0005 -0.0230 -0.0119 0.0000
H 3.302 -5.281 -0.615 -0.0087 -0.0357 -0.0065 0.0002
H 2.119 -5.927 0.512 -0.0191 -0.0334 -0.0424 0.0002
H 5.103 -5.517 2.419 0.0155 -0.0117 -0.0273 -0.0008
H 5.494 -3.491 3.854 0.0196 -0.0560 -0.0201 0.0003
Cl 1.902 -3.054 -1.808 -0.0165 -0.1132 -0.1682 0.0031
C 3.174 -1.981 -2.237 -0.3260 0.7373 0.2942 -0.0113
C 4.230 -2.427 -3.004 0.0960 -0.0881 0.0009 0.0023
C 5.254 -1.557 -3.346 -0.0224 -0.0038 0.0327 -0.0126
C 5.230 -0.243 -2.910 0.1491 -0.0264 -0.0485 0.0022
C 4.166 0.204 -2.155 -0.5043 0.0834 0.2449 -0.0118
Cl 4.112 1.842 -1.605 0.1188 0.0988 -0.0104 -0.0005
C 3.084 -0.627 -1.808 1.0073 -0.8182 -0.4178 0.0048
N 2.016 -0.159 -1.124 -1.4208 0.6861 -0.2727 -0.0672
H 4.259 -3.460 -3.319 -0.0697 -0.0048 -0.0244 0.0004
H 6.076 -1.907 -3.956 0.0356 -0.0170 0.0216 -0.0008
H 6.040 0.433 -3.146 -0.0414 0.0512 -0.0099 0.0003
C 4.466 6.904 2.529 -0.0490 -0.0692 -0.0955 -0.0009
C 3.730 5.653 2.131 0.0320 -0.0098 -0.0236 -0.0048
C 4.239 4.396 2.426 -0.0585 0.0620 0.0682 0.0008
C 3.522 3.238 2.151 -0.0547 -0.1280 -0.1279 -0.0009
C 4.109 1.892 2.473 -0.0047 0.0942 0.0638 0.0097
C 2.250 3.341 1.570 0.2022 -0.2208 -0.0621 0.0234
Te 0.902 1.681 1.756 -0.2198 1.0596 -0.5470 0.1904
C 1.765 4.594 1.178 -0.1357 -0.1265 -0.0649 0.0021
C 0.444 4.750 0.471 0.0664 0.0213 0.0888 0.0075
C 2.514 5.730 1.466 0.0505 -0.0258 0.0822 0.0026
H 5.400 6.662 3.036 0.0302 0.0286 -0.0131 0.0000
H 3.858 7.506 3.207 0.0205 0.0353 0.0010 -0.0003
H 4.693 7.515 1.653 0.0446 0.0591 0.0310 -0.0002
H 5.201 4.314 2.921 0.0358 -0.0093 -0.0308 0.0002
H 5.126 1.985 2.852 0.0190 0.0267 0.0080 0.0005
H 4.125 1.270 1.576 -0.0432 -0.0907 0.0572 0.0004
H 3.503 1.373 3.218 0.0533 -0.1079 -0.0409 0.0052
H 0.083 3.791 0.104 -0.0513 0.0771 -0.0360 0.0052
H 0.543 5.441 -0.369 -0.0014 0.0156 0.0091 0.0005
H -0.313 5.149 1.149 -0.0619 -0.0420 -0.0031 0.0000
H 2.113 6.706 1.206 -0.0163 0.0054 -0.0529 0.0006